# 1
47
Properties=species:S:1:pos:R:3:nbo_charge:R:1 method="wB97M-V/def2-TZVPD" charge=0 multiplicity=2 e_homo_ev="-8.5 / -8.4" relative_energy_kcal_mol=16.8 energy_ha=-1875.57459
Ag 0.48 -0.62 0.07 1.212
Cl 2.96 0.54 -0.55 -0.719
Cl -1.73 -2.06 0.22 -0.742
C 1.13 -2.47 4.08 -0.624
C 0.71 -1.57 2.89 -0.100
C 0.89 -0.13 3.30 -0.062
O 0.58 0.64 2.16 -0.583
C 0.90 2.04 2.27 -0.233
N 1.53 -1.86 1.69 -0.821
H 0.35 -2.50 4.85 0.224
H 2.04 -2.05 4.52 0.201
H 1.36 -3.50 3.81 0.212
H -0.31 -1.83 2.64 0.245
H 1.94 0.10 3.55 0.170
H 0.27 0.16 4.15 0.185
H 0.65 2.59 1.38 0.194
H 1.95 2.09 2.56 0.188
H 0.30 2.39 3.12 0.166
H 2.53 -1.71 1.91 0.379
H 1.61 -2.88 1.73 0.375
C -2.23 1.92 0.72 -0.628
C -1.79 1.43 -0.63 -0.097
C -2.44 2.24 -1.76 -0.071
O -1.88 1.82 -2.99 -0.553
C -2.06 2.81 -4.01 -0.251
N -0.31 1.36 -0.77 -0.838
H -3.30 1.93 0.89 0.226
H -1.92 2.97 0.89 0.190
H -1.76 1.33 1.51 0.240
H -2.19 0.43 -0.83 0.239
H -2.22 3.31 -1.59 0.151
H -3.52 2.07 -1.70 0.182
H -1.53 3.71 -3.69 0.171
H -3.09 2.94 -4.30 0.182
H -1.43 2.51 -4.86 0.194
H 0.04 2.30 -0.56 0.369
H -0.26 1.33 -1.79 0.402
C 1.67 -2.93 -2.41 -0.093
C 0.50 -2.18 -3.06 -0.086
O 0.36 -0.92 -2.40 -0.736
O 1.58 -2.79 -0.98 -0.722
H 2.61 -2.45 -2.71 0.170
H 1.66 -3.98 -2.70 0.170
H -0.40 -2.76 -2.88 0.199
H 0.67 -2.02 -4.12 0.174
H 0.86 -0.30 -2.94 0.483
H 2.22 -3.43 -0.66 0.470

# 2
81
Properties=species:S:1:pos:R:3:mulliken_charge:R:1 method="wB97M-V/def2-TZVPD" charge=+2 multiplicity=6 e_homo_ev="-12.3 / -13.8" relative_energy_kcal_mol=23.8 energy_ha=-2295.31217
Ir -0.08 -0.04 3.29 0.879
C -1.61 -0.07 5.00 -0.224
C -2.31 -0.27 3.80 -0.609
C -3.07 0.80 3.07 -1.209
C -2.25 1.52 1.95 -0.750
C -0.80 1.73 2.32 -0.261
C -0.45 2.13 3.64 -0.737
C -1.44 2.42 4.75 -1.065
C -1.63 1.24 5.73 -0.778
C 1.39 -1.11 2.48 -1.749
H -1.44 -0.96 5.61 0.659
H -2.66 -1.29 3.64 0.738
H -3.49 1.55 3.75 0.311
H -3.94 0.34 2.59 0.518
H -2.29 0.91 1.03 0.247
H -2.70 2.51 1.74 0.524
H -0.08 2.02 1.54 0.584
H 0.54 2.58 3.79 0.785
H -2.40 2.72 4.33 0.281
H -1.10 3.29 5.32 0.551
H -0.81 1.29 6.46 0.276
H -2.55 1.32 6.34 0.437
H 1.35 -1.98 3.14 0.660
H 2.38 -0.66 2.64 0.515
H 1.26 -1.46 1.46 0.468
P -0.16 -1.50 -2.26 0.889
P 1.24 0.70 -2.05 0.660
C -1.19 -0.07 -2.72 -0.343
C -0.47 1.08 -2.60 -0.910
C -0.44 -2.65 -3.64 0.540
C -1.48 -2.46 -4.56 -0.340
C -1.88 -3.53 -5.36 -0.715
C -1.22 -4.76 -5.27 -0.496
C -0.07 -4.88 -4.48 -0.667
C 0.34 -3.82 -3.68 -0.332
C -1.16 -2.21 -0.92 0.025
C -0.83 -1.61 0.30 0.828
C -1.44 -2.05 1.46 0.084
C -2.46 -3.00 1.41 -1.235
C -2.85 -3.54 0.17 -0.867
C -2.16 -3.18 -1.00 -0.632
C 2.16 0.88 -3.67 0.774
C 1.97 -0.06 -4.70 -0.243
C 2.45 0.19 -5.99 -0.742
C 3.15 1.36 -6.27 -0.516
C 3.43 2.26 -5.23 -0.689
C 2.96 2.00 -3.94 -0.522
C 1.68 2.19 -1.10 0.897
C 2.97 2.24 -0.54 -0.576
C 3.39 3.39 0.11 -0.775
C 2.55 4.50 0.21 -0.520
C 1.25 4.44 -0.31 -0.653
C 0.80 3.27 -0.93 -0.623
H -2.21 -0.19 -3.10 0.711
H -0.78 2.10 -2.84 0.778
H -2.00 -1.51 -4.64 0.398
H -2.73 -3.38 -6.02 0.415
H -1.60 -5.62 -5.83 0.414
H 0.50 -5.81 -4.48 0.412
H 1.23 -3.90 -3.06 0.422
H -0.07 -0.82 0.32 -0.488
H -1.09 -1.63 2.43 0.339
H -2.97 -3.29 2.33 0.427
H -3.69 -4.23 0.11 0.407
H -2.37 -3.66 -1.96 0.479
H 1.43 -1.00 -4.52 0.211
H 2.27 -0.54 -6.78 0.426
H 3.50 1.56 -7.29 0.401
H 4.00 3.16 -5.43 0.405
H 3.22 2.71 -3.15 0.294
H 3.63 1.37 -0.63 0.473
H 4.40 3.43 0.54 0.477
H 2.88 5.41 0.71 0.437
H 0.57 5.28 -0.24 0.443
H -0.22 3.20 -1.28 0.250
C 1.50 -0.73 5.77 -1.179
C 1.46 0.17 4.57 0.695
O 2.29 1.06 4.40 -0.422
H 2.51 -1.14 5.94 0.380
H 0.83 -1.58 5.65 0.359
H 1.19 -0.11 6.62 0.285

# 3
18
Properties=species:S:1:pos:R:3:nbo_charge:R:1 method="wB97M-V/def2-TZVPD" charge=0 multiplicity=1 e_homo_ev=-9.2 relative_energy_kcal_mol=40.2 energy_ha=-235.75417
C -0.23 1.23 -0.72 -0.448
C -0.05 0.11 -0.02 0.061
C -1.23 -0.67 0.55 -0.449
C -2.47 -0.49 -0.34 -0.613
C 1.31 -0.53 0.26 -0.451
C 2.55 0.47 0.18 -0.612
H -1.16 1.64 -0.62 0.192
H 0.55 1.75 -1.18 0.198
H -0.99 -1.77 0.61 0.207
H -1.37 -0.34 1.60 0.219
H -2.20 -0.49 -1.39 0.217
H -3.29 -1.21 -0.13 0.212
H -2.95 0.50 -0.15 0.200
H 1.43 -0.72 1.34 0.220
H 1.28 -1.38 -0.50 0.226
H 2.69 0.99 -0.75 0.202
H 2.68 1.16 1.03 0.213
H 3.43 -0.24 0.23 0.205

# 4
23
Properties=species:S:1:pos:R:3:nbo_charge:R:1 method="wB97M-V/def2-TZVPD" charge=-2 multiplicity=1 e_homo_ev=-1.0 relative_energy_kcal_mol=71.8 energy_ha=-3483.46106
Zn 15.23 2.66 -18.28 1.754
S 16.27 5.69 -17.84 2.590
O 17.07 6.53 -18.74 -1.077
O 14.82 6.07 -17.85 -1.143
O 16.31 4.26 -18.38 -1.218
O 16.79 5.72 -16.46 -1.078
S 17.97 0.63 -17.97 2.592
O 17.99 -0.04 -19.30 -1.119
O 19.05 1.61 -17.83 -1.050
O 16.62 1.33 -17.88 -1.254
O 17.98 -0.38 -16.88 -1.102
O 15.68 2.44 -20.32 -0.982
H 15.31 2.17 -21.17 0.471
H 16.64 2.38 -20.41 0.536
O 14.96 3.00 -16.19 -0.953
H 14.12 3.21 -15.78 0.470
H 15.51 2.61 -15.50 0.511
O 13.90 0.90 -18.25 -0.952
H 13.51 0.52 -19.03 0.482
H 13.67 0.33 -17.52 0.495
O 13.48 3.73 -18.68 -0.956
H 13.22 4.40 -19.31 0.515
H 12.67 3.37 -18.31 0.469

# 5
10
Properties=species:S:1:pos:R:3:nbo_charge:R:1 method="wB97M-V/def2-TZVPD" charge=+1 multiplicity=1 e_homo_ev="-15.5 / -15.4" relative_energy_kcal_mol=115.5 energy_ha=-205.57333
C 0.61 -0.22 -0.21 0.344
N -0.33 0.65 0.08 -0.493
N 1.90 -0.10 -0.01 -0.731
N -2.24 -0.25 0.06 -0.419
H 0.25 -1.23 -0.36 0.226
H -0.05 1.45 0.74 0.428
H 2.40 0.71 0.37 0.426
H 2.60 -0.87 0.06 0.448
H -2.16 -0.59 -0.97 0.385
H -2.97 0.45 0.24 0.385

# 6
12
Properties=species:S:1:pos:R:3:nbo_charge:R:1 method="wB97M-V/def2-TZVPD" charge=-1 multiplicity=2 e_homo_ev="1.2 / -5.0" relative_energy_kcal_mol=29.7 energy_ha=-302.59205
C 0.26 2.12 -0.14 -0.275
C 1.21 1.12 -0.32 -0.125
N 0.63 -0.04 -0.74 -0.507
C -0.67 0.21 -0.75 -0.139
N -0.95 1.47 -0.46 -0.667
H 0.13 3.18 -0.05 0.201
H 2.13 1.14 0.24 0.185
H -1.35 -0.62 -0.85 0.154
H -1.89 1.80 -0.22 0.273
H 0.55 -4.08 0.73 0.453
H -0.49 -3.00 1.27 0.447
O 0.44 -3.29 1.28 -0.999

# 7
12
Properties=species:S:1:pos:R:3:nbo_charge:R:1 method="wB97M-V/def2-TZVPD" charge=0 multiplicity=1 e_homo_ev=-9.0 relative_energy_kcal_mol=37.8 energy_ha=-791.03633
C -1.97 -0.59 0.00 -0.287
C -0.71 -0.18 0.00 -0.059
C -0.21 1.20 0.00 -0.319
C 1.12 1.12 0.00 0.382
F 2.01 2.11 0.00 -0.299
C 1.55 -0.29 -0.01 -0.101
Cl 3.21 -0.75 0.00 0.040
C 0.47 -1.08 0.00 -0.232
H -2.80 0.10 -0.03 0.203
H -2.23 -1.63 0.03 0.202
H -0.85 2.13 0.02 0.239
H 0.43 -2.14 0.00 0.230

# 8
20
Properties=species:S:1:pos:R:3:nbo_charge:R:1 method="wB97M-V/def2-TZVPD" charge=+1 multiplicity=1 e_homo_ev=-13.5 relative_energy_kcal_mol=26.9 energy_ha=-461.34793
C -2.94 -0.76 1.02 -0.058
C -1.99 0.03 1.82 -0.212
C -2.58 -1.12 -0.27 -0.234
C -0.76 0.36 1.40 -0.149
C -1.37 -0.72 -0.69 -0.074
C -0.38 -0.06 0.07 -0.204
C 3.12 0.33 -1.05 -0.201
C 2.19 -0.22 0.00 -0.531
C 2.30 0.47 -2.16 0.108
C 0.86 0.12 -0.59 0.635
O 0.98 0.34 -1.87 -0.366
H -3.79 -1.18 1.48 0.232
H -2.44 0.30 2.78 0.245
H -3.13 -1.89 -0.79 0.249
H -0.26 1.09 2.01 0.245
H -0.99 -1.02 -1.58 0.208
H 4.13 0.30 -1.08 0.250
H 2.33 0.10 1.07 0.295
H 2.57 0.84 -3.20 0.261
H 1.91 -1.24 -0.03 0.302

# 9
45
Properties=species:S:1:pos:R:3:nbo_charge:R:1 method="wB97M-V/def2-TZVPD" charge=+2 multiplicity=2 e_homo_ev="-14.1 / -14.3" relative_energy_kcal_mol=80.1 energy_ha=-3483.07194
Pd -0.11 -0.28 0.25 0.834
S -3.15 -3.87 1.65 -0.290
Sb -1.39 -3.33 0.26 1.118
S -2.06 -1.16 -0.54 -0.268
S 0.19 -2.19 1.61 -0.391
C 0.97 1.45 3.20 -0.661
C 1.90 1.21 2.06 0.079
N 1.61 0.59 0.92 -0.491
C 2.71 0.50 0.08 0.092
C 3.82 1.06 0.57 -0.391
S 3.51 1.71 2.11 0.601
C 2.49 -0.16 -1.20 0.093
C 3.37 -0.39 -2.18 -0.401
S 2.58 -1.17 -3.47 0.606
C 1.11 -1.15 -2.65 0.079
N 1.20 -0.58 -1.46 -0.506
C -0.11 -1.73 -3.30 -0.664
H 0.00 1.04 2.97 0.227
H 0.87 2.52 3.40 0.253
H 1.35 0.97 4.10 0.262
H 4.80 1.13 0.11 0.277
H 4.43 -0.16 -2.22 0.275
H 0.02 -1.77 -4.38 0.262
H -0.99 -1.13 -3.08 0.258
H -0.29 -2.74 -2.94 0.237
C -2.30 3.36 4.52 -0.416
N -2.40 2.82 3.14 -0.378
C -2.35 3.87 2.10 -0.414
C -2.38 1.52 2.88 0.412
S -2.00 1.05 1.23 -0.186
N -2.73 0.62 3.80 -0.403
C -2.27 -0.77 3.74 -0.418
C -3.85 0.85 4.74 -0.411
H -1.59 4.18 4.49 0.230
H -1.93 2.60 5.20 0.223
H -3.26 3.74 4.87 0.231
H -2.92 4.72 2.46 0.234
H -2.78 3.52 1.17 0.240
H -1.32 4.18 1.93 0.216
H -1.29 -0.85 3.29 0.220
H -2.97 -1.38 3.16 0.218
H -2.24 -1.16 4.75 0.234
H -4.36 1.78 4.51 0.225
H -3.50 0.86 5.78 0.224
H -4.55 0.03 4.61 0.232

# 10
27
Properties=species:S:1:pos:R:3:nbo_charge:R:1 method="wB97M-V/def2-TZVPD" charge=+1 multiplicity=1 e_homo_ev=-12.9 relative_energy_kcal_mol=48.6 energy_ha=-661.70024
C 2.59 -1.48 -0.52 -0.469
N 1.31 -0.85 -0.61 -0.346
C 0.12 -1.45 -0.84 0.396
N -1.01 -0.80 -0.82 -0.502
C -1.37 0.56 -0.35 -0.082
C -1.89 0.39 1.06 -0.182
C -1.18 0.30 2.34 -0.070
N -2.10 0.18 3.25 -0.203
N -3.34 0.28 2.66 -0.327
C -3.25 0.48 1.32 -0.021
C 0.02 1.30 -0.49 0.043
C 0.55 2.44 -0.90 -0.251
C 1.99 2.31 -0.89 0.129
N 2.37 1.22 -0.36 -0.399
C 1.24 0.45 0.01 0.020
H 3.28 -0.70 -0.19 0.277
H 2.66 -2.45 0.10 0.230
H 3.13 -1.75 -1.48 0.240
H 0.05 -2.44 -1.18 0.231
H -1.85 -1.44 -1.10 0.442
H -2.11 0.97 -1.01 0.250
H -0.23 -0.01 2.78 0.243
H -4.17 0.53 3.09 0.415
H -4.10 0.39 0.70 0.232
H -0.20 3.11 -1.34 0.249
H 2.52 3.18 -1.22 0.224
H 1.16 0.41 1.04 0.232

# 11
12
Properties=species:S:1:pos:R:3:nbo_charge:R:1 method="wB97M-V/def2-TZVPD" charge=0 multiplicity=1 e_homo_ev=-9.3 relative_energy_kcal_mol=59.9 energy_ha=-2082.33392
C 1.29 0.08 -1.02 -0.281
C -2.19 -2.65 0.57 -0.135
O -1.22 0.72 1.57 -0.867
O 1.26 1.40 1.41 -0.888
O 0.13 0.19 -0.30 -0.715
S -0.05 1.17 0.90 2.324
Cl -2.78 -1.48 -0.50 0.051
Cl -0.57 2.88 -0.01 -0.201
Cl -0.77 -2.14 1.26 0.089
H 1.33 0.85 -1.82 0.200
H 1.33 -1.06 -1.58 0.205
H 2.26 0.04 -0.48 0.216

# 12
14
Properties=species:S:1:pos:R:3:nbo_charge:R:1 method="wB97M-V/def2-TZVPD" charge=0 multiplicity=1 e_homo_ev=-9.6 relative_energy_kcal_mol=32.6 energy_ha=-378.81901
O -2.79 -0.79 -0.10 -0.703
C -1.93 0.35 0.04 -0.092
C -0.41 0.02 0.09 0.153
C 0.56 1.05 -0.04 -0.213
C 1.89 0.55 -0.05 -0.204
C 2.06 -0.83 -0.02 -0.029
N 1.07 -1.73 -0.03 -0.173
N -0.13 -1.28 0.14 -0.253
H -2.20 -1.51 -0.21 0.485
H -2.29 0.85 0.99 0.186
H -2.02 1.12 -0.74 0.175
H 0.30 2.12 -0.01 0.234
H 2.79 1.22 0.03 0.230
H 3.10 -1.14 -0.07 0.203

# 13
143
Properties=species:S:1:pos:R:3:mulliken_charge:R:1 method="wB97M-V/def2-TZVPD" charge=0 multiplicity=1 e_homo_ev=-8.7 energy_ha=-6293.03742
C 4.89 0.42 0.71 0.188
C 3.57 0.37 1.55 -0.233
O 3.84 -0.63 2.54 -0.389
S 4.84 -1.78 1.95 1.256
O 4.18 -3.06 1.49 -0.553
O 6.02 -1.91 2.85 -0.777
O 5.33 -0.89 0.66 -0.499
H 5.77 0.91 1.13 0.400
H 4.75 0.81 -0.30 0.913
H 2.75 0.03 0.91 0.173
H 3.30 1.25 2.14 0.254
C -1.27 -1.41 3.52 -0.820
C -0.98 -0.67 4.96 0.013
O -1.97 0.34 4.99 -0.496
S -2.37 0.89 3.51 1.460
O -1.68 2.14 3.15 -0.494
O -3.80 0.75 3.26 -0.702
O -1.51 -0.32 2.69 -0.962
H -2.12 -2.09 3.61 1.174
H -0.48 -1.98 3.04 -0.018
H 0.01 -0.22 5.02 -0.163
H -1.19 -1.29 5.84 0.487
C -0.55 -0.54 0.59 0.117
C -0.51 -0.51 -0.86 -1.333
O 0.14 0.66 -1.35 -0.305
S 1.08 1.26 -0.20 0.300
O 0.78 2.71 0.07 0.367
O 2.43 0.86 -0.40 -0.730
O 0.41 0.38 1.08 -0.910
H -0.21 -1.48 1.02 -1.963
H -1.39 -0.26 1.23 0.229
H -1.54 -0.63 -1.18 0.140
H -0.02 -1.38 -1.30 0.414
C -2.57 -3.75 2.80 -0.623
C -3.28 -4.62 1.69 -0.890
O -2.54 -4.20 0.52 -0.527
S -1.21 -3.38 0.73 1.589
O -1.21 -2.20 -0.11 0.304
O -0.03 -4.24 0.53 -0.800
O -1.57 -3.03 2.31 -0.183
H -2.05 -4.36 3.54 0.668
H -3.33 -3.06 3.17 0.783
H -4.35 -4.46 1.58 0.454
H -3.02 -5.68 1.78 0.310
C -0.94 4.07 0.20 1.109
C -1.26 5.32 1.01 -0.212
O -2.21 6.01 0.15 -0.582
S -3.33 4.82 -0.32 0.891
O -4.09 5.28 -1.54 -0.541
O -3.94 4.31 0.95 -0.612
O -2.08 3.85 -0.66 -0.441
H -0.76 3.18 0.80 -0.467
H -0.10 4.30 -0.46 -0.230
H -0.54 6.14 1.05 0.229
H -1.73 5.27 1.99 0.315
C 2.02 2.13 3.84 0.071
C 1.35 1.45 2.89 -0.744
C 1.52 0.06 2.84 1.918
C 2.21 -0.56 3.91 -0.854
C 2.86 0.18 4.93 -0.293
C 2.77 1.56 4.88 -1.907
N 2.26 -2.04 3.93 1.211
O 1.84 -2.79 2.97 -0.442
O 3.07 -2.52 4.71 -0.683
H 1.85 3.19 3.75 0.460
H 0.73 1.96 2.17 -0.023
H 1.13 -0.41 1.95 1.108
H 3.48 -0.43 5.57 0.567
H 3.44 2.10 5.54 0.375
C -1.63 1.71 -6.41 -0.718
C -0.27 1.75 -5.95 -1.001
C 0.09 0.98 -4.82 0.154
C -0.96 0.22 -4.17 0.077
C -2.22 0.24 -4.62 -0.200
C -2.62 0.95 -5.75 -1.043
N -0.59 -0.56 -2.97 1.655
O 0.50 -0.38 -2.61 0.437
O -1.45 -1.41 -2.57 -0.762
H -1.88 2.14 -7.36 0.414
H 0.36 2.44 -6.48 0.413
H 1.11 1.18 -4.52 0.481
H -3.00 -0.37 -4.19 0.450
H -3.61 1.07 -6.16 0.409
O 1.49 -5.79 -5.15 -0.632
C 0.98 -4.94 -4.36 0.308
O -0.38 -4.89 -3.98 -0.482
C -0.78 -3.80 -3.16 0.300
C 0.52 -2.92 -3.10 0.765
C 1.69 -3.76 -3.65 -0.504
H -1.08 -4.13 -2.17 -0.025
H -1.53 -3.21 -3.68 0.236
H 0.71 -2.43 -2.15 -0.637
H 0.35 -2.04 -3.72 0.534
H 2.21 -4.09 -2.75 -0.675
H 2.18 -3.03 -4.28 0.563
O 3.17 2.72 2.44 -0.480
C 3.14 3.26 1.33 0.328
O 2.40 4.36 1.01 -0.366
C 2.86 4.85 -0.25 -0.984
C 3.17 3.54 -1.01 0.351
C 3.80 2.66 0.09 0.635
H 3.70 5.54 -0.18 0.321
H 2.01 5.35 -0.72 0.474
H 3.96 3.69 -1.74 0.728
H 2.26 3.03 -1.33 -0.306
H 4.89 2.65 0.16 0.895
H 3.60 1.60 -0.06 -1.852
O -2.41 4.33 -3.93 -0.784
C -2.29 3.25 -3.37 -0.577
O -3.33 2.49 -3.38 -0.433
C -3.29 1.61 -2.22 -1.302
C -1.83 1.76 -1.67 1.865
C -1.13 2.73 -2.60 0.660
H -3.46 0.56 -2.45 0.495
H -3.97 1.96 -1.44 0.704
H -1.40 0.78 -1.83 -0.047
H -1.76 2.05 -0.62 -0.154
H -0.48 2.17 -3.27 -0.634
H -0.55 3.47 -2.04 0.436
O -2.79 0.42 -1.09 -0.015
C -3.39 -0.19 -0.21 0.009
O -4.19 -1.17 -0.40 -0.466
C -4.71 -1.81 0.67 -1.451
C -3.99 -1.14 1.82 -0.062
C -3.47 0.16 1.19 -0.263
H -4.55 -2.89 0.65 0.462
H -5.79 -1.68 0.69 0.294
H -3.15 -1.80 2.04 -0.336
H -4.68 -0.96 2.64 1.236
H -2.51 0.50 1.59 -0.039
H -4.23 0.94 1.24 1.107
O 3.35 -1.11 -2.28 -0.822
C 2.80 -1.79 -1.33 0.611
O 1.83 -1.31 -0.58 0.813
C 1.47 -2.15 0.49 2.265
C 1.89 -3.47 -0.01 -0.709
C 3.12 -3.20 -0.88 -1.658
H 0.41 -2.07 0.70 -2.254
H 2.05 -1.84 1.36 -0.072
H 1.09 -3.80 -0.68 0.744
H 2.01 -4.14 0.85 0.787
H 3.15 -3.94 -1.68 0.756
H 4.13 -3.10 -0.50 0.737

# 14
33
Properties=species:S:1:pos:R:3:nbo_charge:R:1 method="wB97M-V/def2-TZVPD" charge=-1 multiplicity=1 e_homo_ev=-3.4 energy_ha=-5865.22979
C -4.77 -1.65 1.83 -0.254
O -4.48 -0.45 1.08 -0.505
C -3.23 -0.31 0.56 0.296
C -2.21 -1.28 0.67 -0.336
C -0.94 -1.01 0.15 -0.126
C -0.66 0.24 -0.43 -0.064
C 0.69 0.69 -0.96 -0.322
C 1.92 -0.07 -0.58 -0.168
C 3.05 0.02 -1.43 -0.213
C 4.25 -0.55 -1.11 -0.206
Br 5.76 -0.36 -2.22 0.012
C 4.43 -1.33 0.14 0.377
O 5.50 -1.85 0.46 -0.694
C 3.22 -1.40 0.99 -0.213
Br 3.33 -2.40 2.58 0.009
C 2.06 -0.74 0.65 -0.228
C -1.70 1.16 -0.57 -0.182
C -2.96 0.91 -0.10 -0.266
H -5.81 -1.52 2.13 0.194
H -4.67 -2.54 1.20 0.178
H -4.12 -1.73 2.71 0.182
H -2.40 -2.23 1.17 0.213
H -0.18 -1.79 0.20 0.226
H 0.63 0.68 -2.06 0.219
H 2.96 0.58 -2.36 0.204
H 1.22 -0.77 1.34 0.210
H -1.48 2.11 -1.05 0.220
H -3.76 1.65 -0.19 0.215
H 0.83 1.73 -0.69 0.157
B 0.88 3.46 -1.01 0.080
H 1.91 3.40 -1.66 -0.061
H -0.17 3.53 -1.60 -0.089
H 0.93 3.82 0.15 -0.064